i | Below is 3 unconnected molecules or ions with the total composition C6H12O3, with properties calculated with wB97M-V/def2-TZVPD.

- 2S+1 = 1
- gap between HOMO and LUMO (eV) = 8.28
- HOMO energy (eV) = -8.02
- lowest unoccupied orbital energy (eV) = 0.25

Atoms and positions in Å:
C: -1.49 -0.47 -0.31
C: -2.81 0.09 0.11
C: -0.17 -0.18 1.45
O: -0.97 0.00 -1.40
H: -0.01 -0.50 -1.48
H: -1.33 -1.53 -0.12
H: -3.60 -0.36 -0.50
H: -2.82 1.17 -0.04
H: -3.01 -0.14 1.15
H: -0.66 -1.03 1.93
H: -0.70 0.76 1.57
H: 0.69 -0.08 2.10
C: 1.73 -0.60 0.17
C: 2.07 0.84 0.02
C: 1.97 1.56 -1.09
O: 1.21 -1.11 -1.14
O: 2.35 -1.41 0.83
H: 1.32 -2.07 -1.09
H: 2.35 1.30 0.96
H: 1.68 1.13 -2.04
H: 2.22 2.62 -1.09

=====

ii | Below is a single C6H12O3 molecule, with properties calculated with wB97M-V/def2-TZVPD.

- 2S+1 = 1
- gap between HOMO and LUMO (eV) = 8.40
- HOMO energy (eV) = -8.25
- lowest unoccupied orbital energy (eV) = 0.15
- SMILES = C=C(O)CC(O)(O)CC

Atoms and positions in Å:
C: -0.26 0.03 -0.66
C: 0.55 -0.96 0.17
C: -1.84 -0.49 -0.24
C: -2.26 -0.01 1.14
C: 2.07 -0.30 0.14
C: 2.26 0.92 0.78
O: 0.05 1.24 -0.20
O: 0.00 -0.24 -2.02
O: 2.66 -0.41 -1.07
H: 0.55 2.29 -0.42
H: -0.38 0.47 -2.55
H: 2.02 -0.73 -1.72
H: 0.54 -1.95 -0.28
H: 0.28 -0.94 1.21
H: -1.99 -1.56 -0.38
H: -2.41 0.02 -1.01
H: 1.97 1.02 1.81
H: 3.30 1.23 0.85
H: -1.89 -0.68 1.92
H: -3.34 0.08 1.20
H: -1.86 0.98 1.33

=====

iii | Below is 2 unconnected molecules or ions with the total composition C6H12O3, with properties calculated with wB97M-V/def2-TZVPD.

- 2S+1 = 1
- gap between HOMO and LUMO (eV) = 10.51
- HOMO energy (eV) = -9.61
- lowest unoccupied orbital energy (eV) = 0.90
- SMILES = CC(=O)CO.C=CCO

Atoms and positions in Å:
C: -1.58 -1.13 0.02
C: -2.23 -0.01 -0.72
C: -1.49 -1.17 1.37
O: -1.17 0.86 -1.05
H: -0.92 -1.75 -0.58
H: -2.99 0.49 -0.10
H: -2.68 -0.35 -1.66
H: -0.25 0.23 1.49
H: -2.27 -0.70 1.96
H: -1.08 -2.04 1.85
C: 1.51 1.13 0.81
C: 2.05 0.03 -1.45
C: 1.79 -0.15 0.01
O: 0.15 1.20 1.18
O: 1.65 -1.23 0.54
H: -0.66 1.16 -0.16
H: 2.15 1.13 1.70
H: 1.73 2.02 0.22
H: 2.83 0.78 -1.62
H: 2.32 -0.91 -1.92
H: 1.13 0.41 -1.91

=====

Which structure is the least stable? The one labeled ii.